Record 1
54
Properties=species:S:1:pos:R:3 method="wB97M-V/def2-TZVPD" lumo_energy_ha=0.0185 orbital_gap_ev=9.219 total_charge=0 relative_energy_kj_mol=18.6 homo_ha=-0.3202
C 1.77 -2.42 3.65
C 0.80 -3.20 2.83
C 0.41 -4.47 3.22
C -0.44 -5.24 2.45
C -0.90 -4.75 1.25
C -0.55 -3.48 0.82
C 0.28 -2.70 1.63
N 0.63 -1.41 1.16
C 0.55 -0.25 1.85
O 0.13 -0.13 2.98
C 1.04 0.95 1.05
H 0.22 1.35 0.44
H 1.39 1.72 1.74
S 2.43 0.48 -0.07
O 1.76 -0.20 -1.21
C 2.82 2.17 -0.70
C 1.58 2.94 -1.14
O 1.31 4.03 -0.70
N 0.87 2.28 -2.08
H 1.08 1.30 -2.22
C -0.46 2.74 -2.48
C -1.44 2.24 -1.45
C -1.96 0.95 -1.56
C -2.79 0.46 -0.56
C -3.07 1.23 0.56
C -2.54 2.51 0.67
C -1.74 3.01 -0.34
H -1.32 4.01 -0.25
H -2.76 3.11 1.54
H -3.70 0.83 1.34
H -3.22 -0.52 -0.66
C -1.64 0.17 -2.80
C -1.77 1.13 -3.99
C -0.74 2.25 -3.92
H 0.21 1.90 -4.34
H -1.08 3.09 -4.52
H -1.65 0.58 -4.93
H -2.78 1.55 -3.97
H -0.62 -0.22 -2.75
H -2.32 -0.67 -2.91
H -0.42 3.83 -2.45
H 3.51 2.02 -1.53
H 3.33 2.71 0.10
H 0.81 -1.36 0.16
C -1.05 -2.94 -0.49
H -0.22 -2.82 -1.19
H -1.77 -3.62 -0.93
H -1.51 -1.96 -0.35
H -1.55 -5.35 0.63
H -0.72 -6.23 2.78
H 0.80 -4.87 4.15
H 2.25 -3.07 4.38
H 2.54 -1.97 3.02
H 1.26 -1.61 4.17

Record 2
18
Properties=species:S:1:pos:R:3 method="wB97M-V/def2-TZVPD" lumo_energy_ha=0.0148 orbital_gap_ev=9.387 total_charge=0 relative_energy_kj_mol=80.8 homo_ha=-0.3302
H 1.48 1.86 -0.68
N 0.56 1.39 -0.71
C 0.68 0.21 -0.15
N 1.84 -0.46 0.29
N -0.46 -0.55 -0.02
C -1.76 0.02 -0.18
H 1.62 -0.97 1.14
H 2.75 0.12 0.44
H -0.42 -1.57 -0.07
H -2.49 -0.82 -0.19
H -1.98 0.60 0.75
H -1.74 0.59 -1.08
O -0.49 -0.52 3.25
H -0.13 -0.73 4.17
H 0.11 0.16 2.88
O 0.28 -0.02 -3.52
H 0.63 0.17 -2.64
H -0.50 0.50 -3.69

Record 3
13
Properties=species:S:1:pos:R:3 method="wB97M-V/def2-TZVPD" lumo_energy_ha="-0.2071 / -0.2029" orbital_gap_ev="8.891 / 7.618" total_charge=+1 relative_energy_kj_mol=557.8 homo_ha="-0.5339 / -0.4828"
C -1.54 -0.79 -0.14
C 1.37 -0.02 0.00
N -0.85 -1.78 -0.14
N 0.33 -2.24 -0.19
N 0.49 0.47 -0.94
N 1.32 -1.46 0.15
N -2.59 -0.08 -0.01
H 2.40 0.18 -0.36
H 1.34 0.42 1.01
H 0.25 1.44 -0.80
H 2.20 -1.98 0.18
H -3.20 -0.18 0.80
H -2.89 0.55 -0.74

Record 4
54
Properties=species:S:1:pos:R:3 method="wB97M-V/def2-TZVPD" lumo_energy_ha=0.0114 smiles=CCO.CCO.CCO.CCO.CCO.CCO orbital_gap_ev=9.910 total_charge=0 relative_energy_kj_mol=308.6 homo_ha=-0.3527
C -3.97 2.50 4.43
C -2.89 1.52 4.24
O -3.36 0.28 3.72
H -4.80 1.98 4.93
H -4.31 2.98 3.52
H -3.52 3.18 5.15
H -2.26 1.43 5.12
H -2.23 1.98 3.50
H -3.91 0.47 2.96
C 3.28 1.79 1.75
C 3.24 0.55 0.83
O 2.40 0.85 -0.27
H 2.24 2.03 1.94
H 3.65 2.63 1.16
H 3.81 1.71 2.69
H 2.90 -0.41 1.24
H 4.22 0.41 0.37
H 1.53 0.62 0.06
C 0.46 -1.02 -3.54
C 1.75 -1.56 -4.15
O 1.52 -2.64 -5.07
H 0.64 -0.20 -2.85
H 0.00 -1.91 -3.11
H -0.10 -0.57 -4.36
H 2.43 -1.75 -3.31
H 2.10 -0.66 -4.65
H 1.63 -3.49 -4.64
C 1.43 -4.65 -1.45
C 2.28 -5.25 -2.57
O 1.75 -5.24 -3.86
H 1.86 -4.98 -0.51
H 0.40 -5.01 -1.43
H 1.33 -3.57 -1.34
H 2.43 -6.32 -2.39
H 3.25 -4.77 -2.66
H 0.82 -5.46 -3.81
C -0.37 -1.33 0.36
C -1.21 -0.17 0.73
O -0.40 0.93 0.37
H -0.20 -1.28 -0.71
H -0.84 -2.27 0.64
H 0.63 -1.24 0.80
H -1.67 -0.11 1.72
H -2.11 -0.11 0.12
H -0.99 1.45 -0.18
C -0.63 4.32 0.63
C -2.17 4.11 0.66
O -2.45 3.11 -0.29
H 0.01 3.45 0.81
H -0.32 5.14 1.28
H -0.52 4.74 -0.37
H -2.76 4.97 0.35
H -2.60 3.84 1.63
H -3.40 2.98 -0.18

Record 5
57
Properties=species:S:1:pos:R:3 method="wB97M-V/def2-TZVPD" lumo_energy_ha="-0.0232 / -0.0272" spin_multiplicity=5 s_squared=6.0796 orbital_gap_ev="5.182 / 7.008" total_charge=0 homo_ha="-0.2136 / -0.2848"
Cr -0.35 -1.57 1.14
C -0.35 2.57 -5.12
O -0.31 3.75 -4.33
C 0.63 3.82 -3.35
C 0.70 5.02 -2.65
C 1.62 5.17 -1.63
C 2.46 4.13 -1.27
C 2.41 2.94 -1.99
C 1.51 2.78 -3.03
N 3.41 4.41 -0.22
N 3.86 3.54 0.54
C 3.19 2.29 0.78
C 4.00 1.20 0.95
C 3.49 -0.11 1.06
C 2.14 -0.32 1.04
O 1.57 -1.51 1.11
C 1.27 0.82 1.01
N -0.07 0.54 1.10
C -0.89 1.56 1.23
C -0.46 2.90 1.26
C 0.86 3.18 1.11
C 1.78 2.13 0.93
H -1.12 2.74 -5.87
H -0.62 1.70 -4.51
H 0.61 2.39 -5.61
H 0.03 5.82 -2.93
H 1.68 6.11 -1.09
H 3.11 2.14 -1.76
H 1.51 1.86 -3.59
H 5.07 1.37 0.92
H 4.16 -0.95 1.16
H -1.94 1.34 1.35
H -1.19 3.68 1.43
H 1.20 4.21 1.17
Br -6.82 -3.30 0.90
C -5.02 -2.77 0.90
C -4.70 -1.39 0.85
C -3.39 -1.05 0.87
N -2.36 -1.93 0.94
C -2.68 -3.28 0.96
C -4.03 -3.70 0.95
C -1.58 -4.17 0.97
C -1.67 -5.58 0.96
C -0.53 -6.32 0.95
Br -0.64 -8.20 0.93
C 0.73 -5.70 0.97
C 0.77 -4.34 0.99
N -0.34 -3.57 0.98
H -5.47 -0.63 0.79
H -3.12 0.00 0.82
H -4.27 -4.75 0.98
H -2.64 -6.06 0.95
H 1.64 -6.28 0.97
H 1.70 -3.80 1.01
F -0.14 -0.49 3.94
B -0.25 -1.60 3.19
F -0.18 -2.74 3.90

Record 6
60
Properties=species:S:1:pos:R:3 method="wB97M-V/def2-TZVPD" lumo_energy_ha=0.0135 smiles="CCCN(B(O)OCC)S(=O)(=O)F.COP(=O)(OC)OC.COP(=O)(OC)OC" orbital_gap_ev=10.184 total_charge=0 homo_ha=-0.3608
C 2.84 -2.43 1.57
C 1.69 -1.44 1.28
C 0.66 -2.14 0.40
N -0.50 -1.25 0.05
B -1.41 -1.16 1.25
O -1.20 -0.10 2.09
O -2.36 -2.09 1.52
C -3.73 -1.68 1.34
C -4.62 -2.91 1.36
S -1.26 -1.87 -1.25
O -1.59 -3.25 -1.09
O -2.29 -0.98 -1.66
F -0.14 -1.80 -2.33
H 3.81 -1.96 1.47
H 2.79 -3.23 0.83
H 2.71 -2.91 2.54
H 1.24 -1.09 2.21
H 2.07 -0.56 0.77
H 1.18 -2.48 -0.49
H 0.34 -3.05 0.92
H -1.08 -0.38 3.00
H -3.87 -1.19 0.37
H -4.03 -0.95 2.10
H -5.56 -2.71 0.85
H -4.12 -3.71 0.82
H -4.77 -3.23 2.39
C 5.78 3.54 5.54
O 6.03 2.36 4.75
P 4.78 1.44 4.39
O 3.52 2.10 4.73
O 5.10 0.22 5.39
C 6.32 0.03 6.09
O 4.53 0.48 3.12
C 4.98 0.95 1.83
H 6.74 4.00 5.70
H 5.12 4.23 5.03
H 5.34 3.25 6.50
H 6.27 0.52 7.07
H 7.18 0.42 5.55
H 6.45 -1.04 6.25
H 6.06 1.11 1.84
H 4.47 1.89 1.58
H 4.73 0.20 1.09
C -4.27 3.23 -4.33
O -3.74 2.26 -5.24
P -4.78 1.41 -6.11
O -6.12 1.98 -5.99
O -4.64 0.01 -5.32
C -3.62 -0.30 -4.37
O -4.63 0.74 -7.56
C -3.93 1.44 -8.60
H -3.41 3.67 -3.82
H -4.81 4.01 -4.85
H -4.91 2.74 -3.60
H -3.96 -0.03 -3.37
H -2.69 0.21 -4.58
H -3.45 -1.37 -4.40
H -2.89 1.62 -8.31
H -4.42 2.39 -8.82
H -3.94 0.82 -9.48

no.,strongest force on any atom (eV/A),E_tot (eV)
1,1.5,-43195.3946
2,2.9,-10817.5374
3,2.0,-9609.2344
4,2.0,-25310.0033
5,1.2,-213419.8527
6,4.7,-70781.3719